[1]
Computed, not measured: 11 unconnected molecules or ions with the total composition H22O11 at a distorted geometry, with the ωB97M-V functional and the def2-TZVPD basis.

XYZ file:
```
33
Properties=species:S:1:pos:R:3:forces:R:3
H 0.098 0.426 0.136 0.2857 -0.4308 -0.5381
H -0.408 -0.896 0.689 -0.0337 0.2978 0.0429
H -0.964 -3.087 0.958 -0.0319 -0.3935 -0.0122
H -0.877 -4.580 0.684 -0.0791 -0.0959 0.1787
H -2.403 -3.460 -1.803 -0.0643 -0.0032 -0.1326
H -2.263 -4.962 -1.986 -0.0746 0.0054 -0.1101
H 0.449 1.535 -1.749 -0.1985 0.0960 -0.3078
H 0.363 0.389 -2.744 0.0141 -0.0072 0.1757
H -2.210 2.488 -0.177 0.0339 -0.0611 -0.3126
H -1.462 1.303 0.411 -0.5465 0.1730 0.1395
H 1.881 4.321 0.839 0.1670 -0.0368 0.0429
H 0.550 5.032 0.655 0.1034 0.0690 -0.0435
H -1.480 1.926 -3.950 -0.0712 -0.0182 0.1173
H -1.479 3.359 -3.445 -0.0653 -0.0125 -0.0338
H 2.927 1.684 2.301 -0.0973 0.0638 -0.0169
H 4.166 2.527 2.558 -0.0614 0.1308 -0.0307
H -3.715 0.196 0.956 0.2314 0.2015 0.0107
H -2.512 -0.598 1.440 -0.3025 -0.0223 0.1714
H 3.491 -1.654 1.359 -0.2255 -0.2253 -0.2228
H 4.030 -0.375 0.739 0.0385 -0.0653 -0.1486
H 0.946 -2.178 0.446 0.8626 0.0925 -0.1488
H 0.921 -2.916 1.774 0.4595 -0.1602 -0.3546
O 0.400 -0.443 0.424 -0.3431 0.0268 1.0470
O -0.549 -3.895 1.278 -4.2825 -1.8933 0.6929
O -2.814 -4.214 -2.241 0.1582 0.0057 0.2030
O 0.085 0.649 -1.858 0.3819 0.0851 -0.3988
O -2.267 1.533 -0.067 0.5927 1.1459 -0.9551
O 1.419 4.929 0.251 -0.2033 -0.1291 0.0647
O -1.534 2.446 -3.141 -0.0090 0.4097 -0.2571
O 3.257 2.588 2.241 0.0410 -0.1576 -0.0203
O -3.039 0.184 1.642 -0.3833 -1.3158 1.1732
O 3.745 -1.268 0.513 0.2319 0.3286 0.2101
O 1.246 -2.990 0.869 3.4712 1.8964 -0.2256
```
Forces are in eV/Å.

Strongest force on any atom in eV/Å: 4.73
Energy above the lowest of the compared OMol25 structures with the same formula, charge and spin in kcal per mole: 118.7
SMILES: O.O.O.O.O.O.O.O.O.O.O
Frontier orbital gap in eV: 8.843
HOMO energy in eV: -9.071
LUMO in eV: -0.2

[2]
Computed, not measured: C13H14OS in the gas phase at a distorted geometry, with the ωB97M-V functional and the def2-TZVPD basis.

XYZ file:
```
29
Properties=species:S:1:pos:R:3:forces:R:3
C 3.491 -0.694 -0.828 0.5160 1.0795 0.5281
C 2.904 -1.191 -1.953 -0.9866 -1.0838 -1.6906
C 2.730 -0.134 0.197 0.9984 0.0228 -0.1652
C 1.492 -1.241 -1.990 0.7945 -0.3335 -1.0193
C 1.338 -0.168 0.114 2.0798 -0.0343 0.6986
C 0.742 -0.731 -0.964 -0.9282 -1.0790 -0.2887
C -2.230 1.709 0.707 0.3322 -3.0084 0.1609
C -2.544 0.299 0.873 1.2872 3.2294 -2.2706
C -0.964 2.192 0.123 -1.1546 -1.2391 2.5785
C 0.391 1.857 1.081 -0.5375 2.2513 -1.6275
C 0.678 0.479 1.168 -0.3852 1.3945 -0.5970
C -1.924 -0.807 0.301 0.4969 0.6297 1.2928
C -2.266 -2.151 0.843 0.2142 -0.9658 -2.3515
O -1.419 0.169 -2.072 -0.3333 0.4444 -0.7352
S -1.046 -0.963 -1.203 0.2702 0.3177 -0.5410
H 4.563 -0.589 -0.831 0.2620 -0.1647 0.3163
H 3.547 -1.571 -2.801 -1.0308 0.4635 1.0358
H 3.249 0.363 1.052 -0.6815 -0.5472 -0.7705
H 0.897 -1.616 -2.820 0.5799 -0.2189 -0.2119
H -2.905 2.408 1.179 -0.0100 0.0817 0.0144
H -3.487 0.089 1.288 -0.9711 -0.2792 1.1867
H -0.695 1.653 -0.737 0.1264 -0.0580 -1.4964
H -1.031 3.243 0.067 0.3442 1.1440 -0.5851
H 0.971 2.659 0.556 0.7009 -1.5497 0.1942
H 0.294 2.238 2.037 -0.9183 0.9968 2.0409
H 0.221 -0.038 1.923 -0.8926 -1.3472 1.8931
H -3.179 -2.541 0.311 0.6147 0.1973 0.7254
H -2.389 -2.121 1.899 -0.0536 -0.3109 0.7854
H -1.429 -2.803 0.481 -0.7341 -0.0331 0.8998
```
Forces are in eV/Å.

Strongest force on any atom in eV/Å: 4.15
Energy above the lowest of the compared OMol25 structures with the same formula, charge and spin in kcal per mole: 105.2
SMILES: CC1=S(=O)=c2cccc/c2=C/CC/C=C\1
Frontier orbital gap (spin up / spin down) in eV: 7.525 / 7.130
HOMO energy (spin up / spin down) in eV: -7.375 / -7.760
LUMO (spin up / spin down) in eV: 0.1 / -0.6

[3]
Computed, not measured: 2 unconnected molecules or ions with the total composition C31H33N3O5 at a distorted geometry, with the ωB97M-V functional and the def2-TZVPD basis.

XYZ file:
```
72
Properties=species:S:1:pos:R:3:forces:R:3
C 6.043 -0.581 3.989 -0.3829 0.5482 0.1786
O 5.318 0.591 4.433 -0.0636 -0.3978 -0.3973
C 4.011 0.712 4.086 -0.7217 -0.2427 -0.1109
C 3.315 1.845 4.579 0.7356 -0.5697 -0.1677
C 1.969 1.992 4.333 -0.8711 -0.3502 -0.3306
C 1.233 0.991 3.647 1.3514 -0.1324 -0.3007
C -0.206 1.069 3.494 -0.4794 -0.1822 0.8830
C -1.091 0.073 3.783 0.6212 0.5612 -0.1659
C -2.509 0.330 3.506 -1.1648 0.8266 -0.3769
O -2.939 1.389 3.044 0.5660 -1.3752 0.5594
N -3.408 -0.707 3.801 0.7342 -0.1015 0.0058
C -4.800 -0.473 3.493 -0.4350 0.2105 -0.1208
C -3.051 -1.980 4.258 -0.2909 -0.5162 -0.0110
O -3.865 -2.885 4.430 1.0962 1.3338 -0.2588
N -1.691 -2.173 4.526 -0.4530 0.7396 -0.1542
C -1.385 -3.453 5.125 0.0467 -0.4286 0.2778
C -0.717 -1.159 4.508 1.1945 -0.9469 0.6915
O 0.359 -1.346 5.080 -1.5305 0.3259 -0.8795
C 1.957 -0.085 3.092 -0.5818 0.2810 0.2605
C 3.315 -0.236 3.295 0.6869 0.3557 0.3735
H 7.050 -0.422 4.372 -0.0973 -0.1535 -0.1153
H 5.612 -1.499 4.417 0.0754 0.2786 -0.0994
H 6.058 -0.650 2.892 0.0026 0.0608 0.2989
H 3.874 2.571 5.169 -0.1668 -0.1394 -0.1759
H 1.423 2.860 4.710 0.2694 -0.2173 -0.0330
H -0.628 2.046 3.251 -0.0949 -0.2618 -0.2396
H -5.340 -1.375 3.763 -0.0961 0.1202 -0.0522
H -5.158 0.388 4.064 -0.0188 -0.1447 -0.1394
H -4.906 -0.258 2.426 -0.0805 -0.0082 0.1825
H -0.312 -3.509 5.285 -0.0961 -0.0043 -0.0086
H -1.919 -3.549 6.076 0.1858 -0.0954 -0.1186
H -1.731 -4.244 4.457 0.1026 0.0551 0.1390
H 1.418 -0.824 2.494 0.1746 0.1661 0.2270
H 3.833 -1.103 2.875 -0.2201 0.3836 0.1477
O -1.669 1.023 -2.479 -0.2710 -0.4018 0.6460
C -0.594 0.634 -3.317 0.0035 0.2662 0.1366
C -0.730 1.529 -4.548 0.1910 -0.4743 0.1542
C -1.296 2.787 -4.370 -0.0162 0.3311 -0.5973
C -1.447 3.632 -5.477 0.1169 -0.2306 0.1389
C -1.026 3.222 -6.745 0.0407 -0.1291 0.1317
C -0.458 1.955 -6.913 -0.0086 -0.1049 0.2638
C -0.316 1.099 -5.816 -0.0817 0.4488 0.0466
C 0.746 0.839 -2.575 -0.2000 0.4125 -0.4667
C 0.819 0.708 -1.187 0.4559 0.2184 0.1425
C 2.024 0.981 -0.525 -0.0701 -0.1057 -0.2315
C 3.166 1.349 -1.248 -0.3093 -0.0554 -0.1315
C 3.086 1.467 -2.641 -0.2056 -0.1567 0.0529
C 1.879 1.215 -3.303 0.3140 -0.0808 0.4762
C -0.728 -0.858 -3.652 0.2961 -0.1558 -0.8959
C -2.023 -1.239 -4.407 0.0546 0.3670 0.6059
C -2.305 -2.668 -3.927 0.3146 -0.2217 -0.3143
C -1.636 -2.773 -2.543 -0.5283 -0.1936 0.3928
N -0.812 -1.586 -2.418 -0.0313 -0.0946 0.7750
H -1.789 0.335 -1.792 0.2238 0.1831 -0.5898
H -1.636 3.095 -3.379 0.1677 -0.1077 -0.4197
H -1.894 4.613 -5.325 0.0963 -0.1734 -0.1569
H -1.140 3.884 -7.605 0.0211 -0.1761 0.2509
H -0.121 1.614 -7.891 -0.1316 0.1729 0.1709
H 0.122 0.101 -5.939 -0.1782 0.4970 -0.0384
H -0.061 0.413 -0.604 0.3667 0.2403 -0.2395
H 2.054 0.911 0.564 0.1018 0.0032 -0.2981
H 4.109 1.542 -0.731 -0.3289 -0.0041 -0.1497
H 3.959 1.764 -3.224 -0.1746 -0.0778 0.2006
H 1.812 1.316 -4.388 0.0814 0.0498 0.3774
H 0.155 -1.168 -4.252 -0.2478 0.1597 0.1271
H -2.825 -0.560 -4.077 0.2552 -0.1551 -0.1549
H -1.911 -1.136 -5.491 -0.0724 -0.1218 0.2666
H -3.376 -2.883 -3.886 0.1900 -0.0591 -0.0362
H -1.831 -3.381 -4.614 -0.1902 0.0640 0.1017
H -2.404 -2.743 -1.757 0.0880 -0.2229 -0.0691
H -1.073 -3.710 -2.409 -0.0986 0.2047 -0.1705
H 0.037 -1.668 -1.865 -0.2323 -0.0945 -0.4667
```
Forces are in eV/Å.

Strongest force on any atom in eV/Å: 1.80
Energy above the lowest of the compared OMol25 structures with the same formula, charge and spin in kcal per mole: 2.5
SMILES: COc1ccc(C=C2C(=O)N(C)C(=O)N(C)C2=O)cc1.OC(c1ccccc1)(c1ccccc1)[C@@H]1CCCN1
Frontier orbital gap in eV: 7.643
HOMO energy in eV: -8.507
LUMO in eV: -0.9

Look up the energy above the lowest of the compared OMol25 structures with the same formula, charge and spin of the third one.
2.5 kcal per mole

Among the records above, which one has the lowest energy above the lowest of the compared OMol25 structures with the same formula, charge and spin?
C31H33N3O5

Which formula does entry 3 have?
C31H33N3O5

The highest energy above the lowest of the compared OMol25 structures with the same formula, charge and spin belongs to which entry?
H22O11